Density functional theory data (wB97M-V/def2-TZVPD) for a 16-piece molecular cluster, C72H169N7O37 overall at a distorted geometry.

Calculated values
Maximum force = 2.36 eV Å⁻¹
Frontier orbital gap = 8.47 eV
HOMO energy = -8.09 eV
Charge = 0

Last column: Mulliken charge in e.
Positions of all 285 atoms, in Å:
C: 0.497071 3.604863 -5.531278  -0.8434
C: 0.736660 2.952624 -6.872814  -0.4479
O: 0.460534 1.558331 -6.788934  0.1618
C: 0.217165 0.898379 -7.932172  0.4493
O: 0.155137 1.435066 -9.003789  -0.6427
O: 0.097560 -0.369738 -7.669233  0.4683
C: -0.409100 -1.270277 -8.643634  -1.0043
H: 1.077390 3.150615 -4.726336  -0.1147
H: -0.564777 3.642801 -5.294696  0.3342
H: 0.868757 4.632844 -5.564677  0.3951
H: 1.745377 3.052334 -7.277806  0.2980
H: 0.074190 3.426624 -7.602484  0.3396
H: -0.770044 -0.766053 -9.535856  0.4055
H: -1.161208 -1.889210 -8.159135  0.2483
H: 0.414597 -1.928253 -8.922866  0.2272
C: -1.197995 -4.048980 -0.292006  0.0254
C: -2.047444 -4.954810 0.596583  -0.9655
O: -2.589967 -4.117301 1.618782  -0.4034
C: -2.584546 -4.522669 2.888810  0.7762
O: -2.207903 -5.581360 3.277882  -0.5977
O: -3.169948 -3.587447 3.638338  0.1726
C: -3.762326 -2.430252 3.092349  -0.0554
H: -0.738277 -4.626384 -1.096334  0.5754
H: -0.356359 -3.679491 0.300551  -0.2814
H: -1.731655 -3.196916 -0.707848  -0.0181
H: -1.458448 -5.746996 1.056845  0.4664
H: -2.838333 -5.416426 0.004464  0.3636
H: -4.261121 -1.858248 3.867660  -0.2145
H: -4.497356 -2.690364 2.326211  0.4975
H: -3.096708 -1.755926 2.547966  -0.1756
C: 0.415051 2.130388 5.455998  0.6582
C: 0.966951 3.322841 6.216421  -1.0218
O: 1.071460 4.519218 5.478376  -0.2385
C: -0.082941 5.187665 5.276906  0.8698
O: -1.122257 4.908106 5.796047  -0.5997
O: 0.191015 6.169539 4.445574  -0.2213
C: -0.827517 7.133639 4.261564  -0.8476
H: 0.445597 1.176155 5.984593  -0.2431
H: 1.013569 1.920587 4.567706  -0.1324
H: -0.629369 2.348665 5.221679  0.0238
H: 1.966539 3.002190 6.517780  0.4147
H: 0.386079 3.488058 7.125554  0.3105
H: -0.780610 7.628216 3.293508  0.3063
H: -0.748358 7.935671 4.998046  0.2735
H: -1.829733 6.714460 4.340378  0.3424
C: 4.960981 4.763386 -4.429532  -0.6749
C: 4.165897 5.890442 -5.055129  -0.4254
O: 3.771709 5.494896 -6.377697  -0.1982
C: 2.915083 6.234045 -7.048222  0.7356
O: 2.462161 7.292969 -6.689771  -0.5926
O: 2.569881 5.580852 -8.149020  -0.2434
C: 1.813987 6.273091 -9.134619  -0.7360
H: 5.058787 4.853674 -3.350818  0.4066
H: 5.903265 4.616475 -4.954674  0.1926
H: 4.358327 3.863764 -4.582662  -0.0015
H: 4.700317 6.832404 -5.158848  0.3811
H: 3.244228 5.986568 -4.478709  0.2877
H: 1.797737 5.686461 -10.048713  0.2435
H: 2.236568 7.253947 -9.345108  0.3357
H: 0.790078 6.364201 -8.769290  0.2925
C: 6.309118 0.076304 -0.915832  -0.4799
C: 6.478875 1.440984 -1.558833  0.1190
O: 7.278913 1.340766 -2.746605  -0.4320
C: 6.699842 1.404297 -3.935289  0.5789
O: 5.526856 1.425884 -4.154094  -0.2194
O: 7.682298 1.331727 -4.842369  -0.4194
C: 7.274959 1.676758 -6.167453  -0.4798
H: 7.297095 -0.374184 -0.799711  0.5044
H: 5.808439 -0.696011 -1.504794  0.1284
H: 5.786562 0.148715 0.035782  -0.2020
H: 7.018705 2.109497 -0.887491  0.0784
H: 5.551977 1.989449 -1.736571  0.2122
H: 8.074658 1.367741 -6.842097  0.2659
H: 7.290933 2.763706 -6.242533  0.2745
H: 6.376149 1.186105 -6.529304  0.1179
C: -4.427976 -5.307787 6.380831  -1.1916
C: -3.005971 -5.023740 6.851174  0.2335
O: -3.184478 -4.176226 8.014456  -0.1041
C: -2.130182 -3.966008 8.761458  0.7835
O: -0.991708 -4.326880 8.531730  -0.6234
O: -2.448414 -3.222082 9.808931  -0.2840
C: -1.398148 -2.741255 10.627300  -0.5561
H: -4.885898 -4.473914 5.837568  0.0681
H: -5.119545 -5.499034 7.199253  0.4201
H: -4.493407 -6.076362 5.609654  0.4151
H: -2.432829 -4.472603 6.112539  -0.1574
H: -2.558689 -5.968809 7.145832  0.3400
H: -0.828158 -3.580904 11.021559  0.2781
H: -1.705473 -2.013695 11.369069  0.2599
H: -0.679585 -2.209632 9.993261  0.1287
C: -5.760705 -1.290080 6.556814  -0.4804
C: -5.203887 -1.211346 7.962420  -0.0907
O: -6.220705 -0.852536 8.878204  -0.4054
C: -6.914308 -1.846874 9.459300  0.7368
O: -6.872443 -2.986666 9.104673  -0.5470
O: -7.645676 -1.307582 10.400575  -0.3576
C: -8.434464 -2.159204 11.205334  -0.6749
H: -6.393243 -2.156129 6.355934  0.4669
H: -4.875970 -1.470429 5.930428  -0.3018
H: -6.230731 -0.401534 6.138121  0.2479
H: -4.401174 -0.468416 7.903118  0.3701
H: -4.597200 -2.078540 8.229479  0.1542
H: -8.729066 -1.669500 12.125868  0.2466
H: -7.894714 -3.078866 11.446482  0.3174
H: -9.308842 -2.530171 10.665842  0.2929
C: 7.888901 -6.117878 -6.984447  -0.6348
O: 7.026815 -5.370737 -7.787738  -0.2844
C: 5.967585 -6.128458 -8.319487  -0.4112
C: 5.060620 -5.192903 -9.096441  -0.8007
N: 4.385551 -4.214796 -8.249180  -0.2068
C: 3.712062 -3.227002 -9.065062  -1.1609
C: 3.103295 -2.104323 -8.242195  0.3372
O: 4.088204 -1.471913 -7.468731  -0.4382
C: 3.507760 -0.624671 -6.499952  -0.0256
H: 7.377526 -6.607229 -6.146007  0.1666
H: 8.655407 -5.485369 -6.536390  0.2658
H: 8.432597 -6.900134 -7.530044  0.3148
H: 5.348207 -6.568802 -7.526546  0.1410
H: 6.362575 -6.893594 -8.998039  0.4341
H: 4.387511 -5.792578 -9.717758  0.3967
H: 5.682714 -4.658652 -9.835783  0.3954
H: 5.146719 -3.883032 -7.666215  0.2269
H: 2.968496 -3.703658 -9.709034  0.3910
H: 4.405177 -2.799534 -9.810357  0.4728
H: 2.270212 -2.578515 -7.711862  -0.1574
H: 2.705976 -1.380968 -8.968675  0.3292
H: 2.792386 -1.133566 -5.842720  0.0292
H: 3.014672 0.247439 -6.940412  0.0681
H: 4.289033 -0.310414 -5.805647  0.1594
C: -10.290325 6.664045 3.913231  -0.7586
O: -9.606019 5.467970 3.633007  -0.2573
C: -9.129634 4.791406 4.776712  -0.7423
C: -8.245232 3.662619 4.287660  -0.3583
N: -7.081469 4.176669 3.598800  -0.1484
C: -6.254123 3.171896 2.927432  -1.2960
C: -5.565365 2.179956 3.873915  0.8686
O: -4.550655 2.914118 4.552225  -0.4197
C: -3.741017 2.099841 5.411058  0.2114
H: -11.232449 6.506798 4.453045  0.2815
H: -10.442790 7.219174 2.992306  0.2400
H: -9.667960 7.262900 4.592593  0.3205
H: -10.017448 4.409701 5.294825  0.3977
H: -8.577913 5.381766 5.519260  0.3840
H: -8.833320 3.097821 3.559856  0.2871
H: -8.001623 2.979048 5.111318  0.2356
H: -6.418695 4.703180 4.156607  0.3152
H: -5.471153 3.616889 2.312741  0.2615
H: -6.917873 2.648426 2.233539  0.3645
H: -5.049825 1.393728 3.306311  -0.0047
H: -6.264594 1.788481 4.618787  -0.0917
H: -3.291676 2.902447 5.993572  0.2888
H: -3.070662 1.545076 4.747922  -0.3524
H: -4.316128 1.419022 6.045144  0.0298
C: 2.410868 0.685035 -3.344888  -0.4891
O: 1.401236 0.423374 -2.411791  1.0697
C: 1.698617 0.810565 -1.090486  -0.4292
C: 0.815820 -0.019910 -0.203273  0.9814
N: 0.975657 0.227767 1.232477  1.4143
C: 0.201929 -0.782740 1.931869  0.4910
C: -0.122398 -0.382118 3.345127  0.4899
O: -0.614345 -1.519564 4.030686  0.5125
C: -1.223701 -1.187492 5.237746  0.7827
H: 2.096881 0.401966 -4.348633  -0.5122
H: 3.315429 0.134069 -3.066590  0.0949
H: 2.713157 1.738672 -3.414836  0.1972
H: 1.490651 1.890713 -1.044223  -0.0987
H: 2.745041 0.722087 -0.773289  -0.1761
H: 1.075129 -1.053738 -0.451027  -0.9947
H: -0.231261 0.134361 -0.502353  0.0546
H: 0.506316 1.132875 1.330635  -1.1091
H: 0.636285 -1.782211 1.865918  -0.0089
H: -0.789092 -0.865930 1.446097  0.1340
H: -0.884121 0.406673 3.367018  -0.1197
H: 0.762344 -0.061533 3.901843  -1.6334
H: -2.170517 -0.651432 5.067601  -0.2509
H: -0.598069 -0.536885 5.858236  -0.7912
H: -1.553018 -2.052582 5.812920  -0.2343
C: 1.316016 -2.433077 7.294836  -0.9013
O: 2.238801 -2.049020 6.302774  -0.1692
C: 3.072319 -0.954139 6.649648  -0.7745
C: 3.875342 -0.602894 5.417875  -0.5243
N: 3.119930 0.164473 4.436479  0.8064
C: 3.851987 0.450568 3.220467  0.5309
C: 4.944523 1.488890 3.376606  -1.2077
O: 5.449292 1.834651 2.102437  -0.0073
C: 6.417994 2.868026 2.124874  -0.8547
H: 1.788337 -2.746436 8.229148  0.4358
H: 0.635804 -3.186743 6.906321  0.2739
H: 0.634779 -1.601748 7.539050  0.2051
H: 3.793922 -1.286363 7.404501  0.4910
H: 2.449290 -0.124412 6.997897  0.2746
H: 4.286265 -1.533340 5.010229  0.3170
H: 4.653420 0.082275 5.763593  0.4458
H: 2.252874 -0.301656 4.220688  -0.4683
H: 3.107461 0.770253 2.486756  -0.3550
H: 4.313208 -0.427249 2.743078  0.1406
H: 5.751825 1.101195 4.008511  0.5612
H: 4.561825 2.397820 3.849292  0.3576
H: 6.459422 3.241037 1.105408  0.1751
H: 7.409983 2.487170 2.388779  0.2641
H: 6.142775 3.615091 2.872516  0.3839
C: -2.329026 -0.533482 -2.560214  0.2205
O: -2.741923 -0.658556 -3.899798  -0.5374
C: -2.162590 0.299343 -4.746391  0.6430
C: -2.598520 -0.008852 -6.174943  -0.8612
N: -4.025302 0.106138 -6.434134  -0.2103
C: -4.562728 1.465395 -6.460714  -0.3276
C: -5.977243 1.464882 -6.984850  -0.7763
O: -6.877362 0.968392 -6.007324  -0.2470
C: -8.191192 0.881587 -6.460125  -0.8080
H: -2.418694 0.497452 -2.208918  0.5111
H: -1.321557 -0.938175 -2.419565  -0.6571
H: -2.966325 -1.142080 -1.913968  0.3996
H: -1.079086 0.450928 -4.641869  -0.2152
H: -2.551111 1.290861 -4.443098  0.5679
H: -2.243854 -1.029193 -6.349213  -0.0616
H: -2.081809 0.653290 -6.874826  -0.1525
H: -4.455326 -0.464390 -5.712873  0.4121
H: -3.946836 2.103661 -7.093312  0.3430
H: -4.577557 1.873244 -5.443654  0.2321
H: -6.121937 0.856684 -7.886508  0.3824
H: -6.285156 2.488106 -7.246361  0.3815
H: -8.746739 0.261096 -5.750077  0.2475
H: -8.292264 0.327740 -7.400533  0.3254
H: -8.787404 1.798998 -6.503744  0.2995
C: 0.186940 -2.162161 -5.194140  -0.4072
O: 1.073277 -2.735981 -4.250831  -0.5586
C: 0.643332 -2.662792 -2.919468  0.7785
C: 1.806864 -2.937129 -1.993253  0.3248
N: 2.353348 -4.253168 -2.050987  -0.2015
C: 3.677163 -4.516371 -1.516254  0.2031
C: 4.232648 -5.797533 -2.102728  -1.1172
O: 4.410258 -5.663797 -3.492855  -0.1757
C: 4.851147 -6.862429 -4.104503  -0.5025
H: 0.571015 -2.556670 -6.135767  0.1280
H: 0.235405 -1.072802 -5.239672  -0.2288
H: -0.837543 -2.520531 -5.053410  0.6214
H: -0.079630 -3.477088 -2.729990  1.0387
H: 0.091638 -1.792531 -2.553338  -1.4977
H: 1.501874 -2.643828 -0.982503  -0.9933
H: 2.574967 -2.198328 -2.296484  0.2429
H: 2.348463 -4.686553 -2.965815  0.4003
H: 3.704771 -4.543155 -0.426503  0.1774
H: 4.380263 -3.711250 -1.785189  -0.0573
H: 3.569063 -6.643632 -1.875251  0.4117
H: 5.183718 -6.037683 -1.608988  0.5001
H: 4.242948 -7.719100 -3.806363  0.3215
H: 5.900775 -7.051135 -3.852263  0.2910
H: 4.793228 -6.643618 -5.169186  -0.0604
C: 2.467727 5.184327 3.578314  -0.7101
O: 1.344326 4.813219 2.795872  -0.1183
C: 1.712336 4.281001 1.539748  -0.0362
C: 0.411071 4.108351 0.789981  -1.3927
N: -0.489196 3.113740 1.360102  0.2667
C: -1.570264 2.808086 0.444842  -0.8886
C: -2.682274 1.933847 0.990580  0.4785
O: -3.371323 1.553263 -0.185455  -0.3854
C: -4.555262 0.804704 0.056765  -0.3177
H: 3.093999 4.314505 3.793204  -0.0871
H: 2.113910 5.489288 4.561807  0.5088
H: 3.124819 5.937043 3.141254  0.3945
H: 2.173977 3.293787 1.673373  -0.2902
H: 2.371943 4.903859 0.925152  0.3715
H: 0.535979 3.943122 -0.286224  0.8312
H: -0.056342 5.106215 0.726432  0.4879
H: -0.860803 3.538806 2.205935  -0.0046
H: -1.121965 2.257370 -0.389148  -0.0249
H: -2.003228 3.716350 0.000383  0.6066
H: -3.369881 2.455515 1.664809  0.1850
H: -2.229465 1.069360 1.495880  -0.2076
H: -4.195250 -0.099322 0.566589  0.1342
H: -5.023001 0.521434 -0.881916  0.3207
H: -5.255449 1.343319 0.701066  -0.0300
C: 0.867045 -4.336580 3.394892  0.4544
O: 2.062180 -4.267930 2.616915  -0.5352
H: 0.182214 -3.611630 2.934871  -0.4670
H: 0.372659 -5.305384 3.456904  0.5226
H: 1.062132 -3.908574 4.376497  -0.1210
H: 1.841994 -4.370176 1.687635  0.1666
C: 3.602733 -1.382323 0.958039  1.0415
O: 4.408887 -2.551253 0.929229  -0.7155
H: 3.586558 -0.958079 -0.047623  -0.5612
H: 2.568458 -1.598800 1.239291  0.1166
H: 4.000378 -0.592818 1.604800  -0.4409
H: 4.308508 -2.914419 1.818391  0.4857

Atomic forces in eV per Å
0.7 0.2 0.1
-0.1 0.5 -0.6
-0.3 -0.9 0.5
0.5 1.6 -0.1
-0.2 -0.1 -0.6
-0.2 -0.9 0.8
0.5 -0.5 -0.4
-0.2 -0.3 0.0
0.0 -0.2 0.1
-0.2 0.1 -0.2
0.1 0.2 0.3
0.0 -0.2 -0.1
-0.2 0.1 0.1
-0.2 0.2 -0.1
0.0 0.0 -0.1
0.6 -0.6 0.4
0.6 0.3 -0.6
-0.2 0.3 -0.4
-0.9 0.6 -1.2
0.3 -0.4 0.8
0.3 -0.2 1.4
-0.6 0.6 -1.4
-0.2 0.0 0.0
-0.1 0.2 0.0
-0.2 -0.1 0.0
0.0 0.0 0.0
-0.3 0.1 0.3
0.1 -0.3 0.3
-0.2 -0.2 0.2
0.6 -0.2 0.4
-0.5 0.4 -0.6
0.3 -1.7 1.2
-1.3 -0.7 0.9
0.7 -0.7 0.4
-0.7 0.1 0.0
-0.7 1.1 0.1
-1.1 0.8 0.1
0.1 0.4 0.6
-0.2 0.4 -0.1
0.0 -0.3 -0.4
0.2 0.7 0.0
0.0 0.1 -0.1
0.6 -0.5 -0.2
0.1 -0.2 0.2
0.1 -0.3 0.1
-0.6 -0.4 -0.9
-0.5 0.1 0.3
0.7 -1.1 -0.2
-0.8 0.6 0.4
0.1 0.1 -0.1
0.7 -0.7 -0.6
-0.6 0.3 0.2
0.3 0.4 0.0
0.2 0.0 0.3
0.2 -0.1 0.0
-0.1 0.1 0.4
0.1 0.6 0.0
0.2 -0.2 0.2
0.0 0.0 0.1
0.0 0.3 -0.1
0.3 -0.4 -0.3
-0.4 0.0 0.3
0.3 0.4 0.4
0.8 -0.8 0.3
-0.9 0.4 -0.3
-0.4 0.1 -0.2
1.1 0.2 -0.8
0.1 0.2 0.5
-0.4 0.5 -0.4
0.2 0.1 0.1
0.4 -0.2 0.0
-0.2 -0.4 -0.4
0.1 -0.3 0.3
-0.7 0.0 0.0
-0.3 0.2 0.5
-0.5 0.6 -0.9
-1.3 -0.2 0.0
-0.4 -0.1 0.1
2.0 0.1 -0.1
-0.6 -0.1 -0.1
-1.5 0.6 0.6
1.7 -0.1 -1.0
0.3 0.4 0.3
0.3 -0.4 0.1
0.4 -0.4 0.4
0.2 -0.3 -0.1
0.5 0.2 0.0
-0.2 0.0 0.4
-0.8 -0.4 0.1
0.0 0.0 -0.1
0.9 -1.0 -0.9
0.4 0.1 -1.3
0.4 0.5 0.9
0.7 0.3 -1.3
-0.1 -0.8 0.3
-0.4 0.9 0.9
-0.2 -1.6 -0.1
-0.2 0.1 0.4
-0.1 0.1 -0.1
-0.1 0.2 0.5
-0.6 0.7 0.7
-0.9 -0.5 0.2
0.1 0.4 -0.2
0.2 0.2 0.1
-0.1 0.4 -0.1
0.6 -0.5 0.6
0.1 0.3 0.2
-0.6 0.4 -0.3
0.5 0.2 -0.7
0.0 -1.4 -0.2
1.2 0.6 -0.1
0.0 -0.6 -1.4
-0.5 -0.4 0.4
0.2 0.0 0.8
-0.2 0.0 -0.1
-0.2 0.3 -0.2
-0.2 0.0 -0.2
0.3 -0.3 0.1
-0.1 -0.2 0.1
-0.4 0.0 0.4
0.2 -0.1 0.0
-0.5 0.9 0.1
-0.3 -0.1 0.4
0.2 0.2 0.1
0.1 0.5 0.7
-0.3 0.1 0.2
-0.2 -0.3 -0.4
0.0 0.0 -0.1
0.2 0.2 -0.3
0.5 0.1 0.9
0.2 0.3 -0.1
-0.5 -0.5 -0.2
0.0 0.0 -0.1
1.3 0.0 -0.7
-0.8 -0.7 0.2
0.6 0.8 -0.2
-0.7 -0.4 0.2
-0.6 1.3 -0.8
-0.1 -0.2 -0.3
-0.1 -0.1 -0.1
-0.1 0.2 -0.2
0.2 -0.3 0.3
0.0 0.6 -0.4
0.1 -0.1 0.0
-0.1 0.1 0.2
-0.6 0.2 0.5
-0.1 0.4 0.1
0.1 -0.3 0.0
-0.4 -0.3 0.0
0.0 -0.4 -0.2
0.8 -0.7 0.3
0.4 -0.1 0.5
-0.1 0.0 0.0
0.9 0.2 -0.1
-0.2 -0.3 -0.2
-0.1 1.2 -0.1
0.1 -0.3 -0.1
-0.1 0.2 -0.8
-1.3 0.4 -0.3
0.3 -0.6 0.8
-0.2 -0.6 -0.3
-0.9 0.6 0.4
-0.3 -0.2 0.2
0.1 -0.1 -0.2
-0.2 0.1 0.3
-0.1 0.0 0.4
0.1 -0.4 -0.4
-0.2 0.2 0.3
0.0 -0.1 -0.1
0.2 0.0 0.7
0.4 0.2 0.2
0.0 -0.3 -0.1
0.2 0.2 -0.1
-0.4 0.4 -0.3
0.1 0.3 -0.2
0.1 -0.2 0.0
0.6 -0.4 -0.2
-0.6 0.7 0.1
-0.3 -0.1 -0.2
-0.1 -0.9 -0.4
-0.3 0.9 0.3
0.2 0.0 0.4
0.0 0.3 0.2
0.1 0.4 0.3
-0.1 -0.2 -0.2
-0.2 -0.7 0.2
0.1 -0.2 -0.1
0.4 -0.4 0.0
0.2 0.2 0.1
-0.2 0.2 0.3
0.2 0.2 0.1
0.2 0.0 0.0
0.4 -0.4 -0.1
0.3 -0.3 -0.1
0.1 0.3 0.0
0.4 0.4 2.0
0.1 0.0 0.0
-0.2 0.1 0.2
0.0 0.4 0.1
0.0 -0.1 0.1
0.0 0.3 -0.3
-0.1 -0.2 0.3
0.1 -0.6 0.0
-0.5 1.6 0.0
0.5 0.3 0.1
0.4 -0.6 -0.1
-0.2 -0.9 0.6
-0.8 0.4 -0.3
0.4 0.2 0.3
-1.1 -1.1 0.4
0.2 0.0 0.0
-0.1 0.6 -0.1
-0.3 0.0 -0.3
0.0 -0.7 0.0
-0.1 0.0 -0.1
-0.3 0.0 -0.3
0.0 0.0 0.2
-0.5 0.3 -0.1
0.1 -0.1 -0.1
-0.1 0.4 -0.1
0.5 0.0 0.0
0.1 0.1 0.0
0.2 0.0 0.2
0.3 0.3 -0.3
0.6 0.4 -0.2
0.5 -0.8 -0.3
0.0 0.9 0.2
-0.6 -1.9 1.1
0.9 1.3 -0.5
-0.4 -1.7 0.1
0.3 0.7 -0.3
0.1 -0.2 0.7
-0.2 -0.1 0.1
0.2 0.8 0.0
-0.3 0.2 -0.2
0.0 -0.1 0.3
-0.1 0.2 0.1
-0.1 0.0 -0.3
0.8 0.4 -0.8
0.1 -0.5 0.0
0.0 0.1 0.2
-0.4 0.6 -0.2
-0.2 -0.2 0.0
0.0 0.1 0.0
-0.2 0.0 -0.1
0.1 0.1 -0.1
-0.1 0.0 -0.1
0.0 -0.1 0.1
-0.1 -0.4 -0.1
0.8 -0.1 0.3
1.1 0.4 -0.6
-0.8 -0.9 -0.2
-0.3 0.8 -0.9
0.1 0.2 0.5
0.1 0.3 -0.4
0.2 0.1 -0.7
-0.6 0.1 -0.2
1.1 -0.3 0.6
0.1 -0.3 -0.2
1.1 0.5 -1.3
-0.2 0.2 -0.5
0.2 0.0 0.0
0.1 0.3 0.4
0.5 -0.7 0.2
-0.2 0.0 0.5
0.0 -0.2 0.1
-0.1 0.0 0.0
-0.1 0.0 0.1
0.2 0.1 0.2
-0.2 -0.1 0.1
-0.6 -0.2 0.1
0.1 0.2 -0.1
-0.1 0.0 -0.1
-0.5 1.3 -0.7
0.4 -0.4 0.3
-0.4 -0.3 0.3
0.4 -0.2 0.0
0.3 -0.3 0.1
-0.1 -0.1 0.0
-0.1 0.3 -1.3
-0.1 0.1 0.6
0.0 -0.3 -0.1
0.2 -0.1 0.1
-0.5 -1.2 -2.0
0.2 -0.4 -0.1